Here is a molecular structure, C53H49N13O5Ru from the OMol25 dataset. Energies are from wB97M-V/def2-TZVPD.

Molecular weight ... 1049.13 u
Charge ... -1
2S+1 ... 6
⟨S²⟩ ... 8.7992
Kohn-Sham gap (spin up / spin down) ... 5.64 / 6.45 eV

Last column: Mulliken charge in e.
Atoms and positions in Å:
Ru  -0.146  0.521  -0.619  -0.184
O  -2.178  1.361  -1.615  -0.360
N  -2.543  0.861  -2.699  -0.773
N  -1.819  -0.117  -3.115  1.213
O  -0.796  -0.608  -2.444  0.173
C  -2.223  -0.799  -4.296  -0.137
C  -1.493  -1.915  -4.682  0.127
C  -1.886  -2.629  -5.805  -0.717
C  -2.994  -2.236  -6.540  -0.556
C  -3.712  -1.114  -6.144  -0.509
C  -3.335  -0.389  -5.026  -0.360
H  -0.648  -2.212  -4.079  0.330
H  -1.322  -3.505  -6.098  0.377
H  -3.300  -2.801  -7.412  0.388
H  -4.580  -0.798  -6.709  0.386
H  -3.894  0.477  -4.706  0.462
C  4.950  -1.533  -2.517  -1.210
N  3.702  -1.538  -1.778  1.232
C  2.658  -0.706  -1.872  -0.894
N  1.740  -1.054  -0.998  0.818
C  2.279  -2.120  -0.358  -0.879
N  3.480  -2.445  -0.789  -1.191
C  5.785  -0.289  -2.327  0.711
C  6.388  0.319  -3.418  -0.932
C  7.193  1.439  -3.246  -0.779
C  7.374  1.978  -1.989  -0.740
C  6.741  1.396  -0.892  -0.075
C  5.958  0.258  -1.062  0.547
C  6.829  2.038  0.411  0.410
N  7.412  3.142  0.744  -0.464
N  7.080  3.385  2.064  -0.622
C  6.333  2.402  2.442  0.745
O  6.146  1.499  1.450  -0.139
C  5.639  2.193  3.705  -0.057
C  5.587  3.213  4.654  -0.959
C  4.850  3.031  5.810  -0.758
C  4.162  1.842  6.027  -0.750
C  4.230  0.816  5.096  1.118
C  3.460  -0.468  5.289  -1.547
N  2.331  -0.567  4.387  0.913
C  2.287  -1.105  3.157  -0.207
N  1.121  -0.879  2.599  0.169
C  0.472  -0.158  3.549  -0.576
N  1.164  0.058  4.650  -1.122
C  4.974  0.996  3.940  0.305
H  4.733  -1.666  -3.578  0.414
H  5.481  -2.419  -2.172  0.277
H  2.598  0.124  -2.560  0.080
H  1.749  -2.651  0.416  0.809
H  6.234  -0.086  -4.412  0.388
H  7.655  1.907  -4.105  0.389
H  7.962  2.875  -1.844  0.524
H  5.460  -0.194  -0.212  0.351
H  6.101  4.144  4.457  0.525
H  4.788  3.829  6.539  0.394
H  3.562  1.715  6.920  0.409
H  3.082  -0.540  6.307  0.440
H  4.097  -1.332  5.097  0.363
H  3.110  -1.648  2.718  0.443
H  -0.532  0.214  3.420  0.551
H  5.005  0.215  3.189  0.475
O  -2.506  0.759  1.896  -0.721
C  -2.337  -0.368  1.470  -0.793
N  -3.208  -1.418  1.677  -0.152
C  -2.690  -2.665  1.171  4.108
C  -1.345  -2.154  0.554  -1.118
O  -0.559  -2.907  0.016  -0.623
N  -1.243  -0.817  0.749  1.377
C  -2.379  -3.690  2.243  -0.703
C  -2.506  -3.405  3.597  -0.362
C  -2.152  -4.346  4.557  -0.936
C  -1.665  -5.585  4.172  -0.380
C  -1.533  -5.875  2.819  -0.920
C  -1.887  -4.938  1.863  -0.132
C  -3.595  -3.220  0.064  -0.648
C  -3.426  -2.824  -1.262  0.434
C  -4.315  -3.247  -2.240  -0.589
C  -5.382  -4.070  -1.907  -0.577
C  -5.551  -4.476  -0.592  -0.895
C  -4.659  -4.055  0.386  -0.330
H  -3.999  -1.322  2.285  0.342
H  -2.865  -2.432  3.908  0.322
H  -2.251  -4.105  5.608  0.416
H  -1.385  -6.318  4.918  0.395
H  -1.142  -6.837  2.507  0.395
H  -1.767  -5.156  0.810  0.472
H  -2.581  -2.206  -1.543  0.010
H  -4.163  -2.936  -3.267  0.280
H  -6.075  -4.400  -2.672  0.423
H  -6.376  -5.125  -0.324  0.367
H  -4.788  -4.385  1.411  0.432
C  1.575  3.072  1.792  -1.815
C  2.830  2.453  1.165  1.247
C  2.849  0.936  1.391  1.391
C  3.033  2.921  -0.268  0.412
C  4.157  3.686  -0.535  -0.264
C  4.416  4.204  -1.798  -1.097
C  3.506  3.977  -2.822  -1.150
C  2.349  3.246  -2.620  0.951
C  1.368  3.109  -3.772  0.126
C  0.003  3.743  -3.477  -1.490
C  1.209  1.669  -4.271  -1.208
C  2.092  2.660  -1.329  -0.290
N  1.035  1.859  -1.180  -0.635
H  1.519  2.819  2.854  0.376
H  0.676  2.696  1.307  0.114
H  1.589  4.159  1.694  0.491
H  3.690  2.858  1.714  -0.431
H  1.914  0.466  1.093  -0.068
H  2.994  0.725  2.455  -0.402
H  3.654  0.450  0.829  -0.692
H  4.858  3.883  0.270  0.760
H  5.312  4.787  -1.977  0.360
H  3.689  4.404  -3.804  0.338
H  1.809  3.684  -4.595  0.500
H  -0.490  3.248  -2.646  0.111
H  -0.645  3.663  -4.355  0.445
H  0.116  4.802  -3.233  0.381
H  0.725  1.040  -3.523  -0.014
H  2.180  1.232  -4.528  0.270
H  0.592  1.654  -5.174  0.621

Here is a molecular structure, C53H50F9GeIrN5OPS2 from the OMol25 dataset. Energies are from wB97M-V/def2-TZVPD.

Molecular weight ... 1303.93 u
Charge ... +3
2S+1 ... 6
⟨S²⟩ ... 8.7822
Kohn-Sham gap (spin up / spin down) ... 5.99 / 3.62 eV

Last column: Mulliken charge in e.
Atoms and positions in Å:
Ir  -0.025  0.053  -0.096  4.169
N  3.398  5.339  1.904  -0.476
C  2.368  4.872  1.706  -0.444
C  1.102  4.262  1.411  -0.185
C  -0.099  4.958  1.465  -0.525
C  -1.258  4.266  1.148  -1.363
C  -1.171  2.934  0.792  -0.714
N  -0.016  2.258  0.736  0.719
C  1.096  2.916  1.048  0.467
H  -0.122  6.002  1.746  0.618
H  -2.222  4.756  1.179  0.599
H  -2.061  2.370  0.536  0.670
H  2.030  2.375  1.014  -0.035
N  -1.763  -0.808  1.145  0.099
S  -2.983  -1.670  0.650  0.563
C  -4.457  -1.245  1.460  0.656
C  -4.535  -0.045  2.220  -0.279
C  -5.711  0.260  2.830  -0.637
C  -6.840  -0.593  2.660  -0.463
C  -6.775  -1.764  1.871  -0.727
C  -5.604  -2.084  1.256  -0.559
C  -2.920  -3.417  0.969  0.397
C  -2.924  -3.888  2.283  -0.278
C  -2.825  -5.253  2.491  -0.777
C  -2.739  -6.118  1.403  -0.658
C  -2.741  -5.630  0.101  -0.699
C  -2.827  -4.265  -0.129  -0.155
H  -1.506  -1.005  2.114  -0.608
H  -3.650  0.569  2.327  0.212
H  -5.804  1.141  3.452  0.522
H  -7.775  -0.329  3.141  0.454
H  -7.653  -2.385  1.756  0.476
H  -5.516  -2.966  0.634  0.538
H  -2.993  -3.205  3.124  0.384
H  -2.825  -5.646  3.499  0.508
H  -2.673  -7.185  1.575  0.482
H  -2.677  -6.314  -0.735  0.492
H  -2.818  -3.864  -1.136  0.486
F  6.217  2.965  4.277  -0.271
C  6.536  2.978  2.975  0.795
F  6.571  4.245  2.567  -0.237
F  7.769  2.470  2.854  -0.245
C  5.548  2.165  2.169  0.207
C  5.365  2.439  0.822  -1.058
C  4.473  1.681  0.078  -0.101
C  3.751  0.650  0.679  -0.046
C  3.974  0.360  2.027  -0.654
C  4.866  1.116  2.769  -1.009
P  2.487  -0.336  -0.189  1.564
C  2.760  -0.071  -1.969  0.687
C  3.145  -1.101  -2.825  -1.152
C  3.198  -0.891  -4.194  -1.070
C  2.882  0.356  -4.713  0.260
C  2.534  1.400  -3.869  -1.001
C  2.452  1.179  -2.504  -0.724
C  2.909  0.555  -6.208  0.699
F  2.254  -0.450  -6.822  -0.256
F  2.303  1.695  -6.562  -0.265
F  4.151  0.577  -6.682  -0.248
C  3.001  -2.028  0.195  -0.595
C  4.329  -2.417  0.017  -0.325
C  4.729  -3.704  0.342  -0.850
C  3.803  -4.595  0.866  0.118
C  2.486  -4.213  1.073  -1.172
C  2.087  -2.929  0.736  0.079
C  4.200  -6.013  1.208  0.803
F  3.740  -6.354  2.419  -0.253
F  3.665  -6.869  0.323  -0.245
F  5.519  -6.179  1.198  -0.262
H  5.913  3.247  0.356  0.491
H  4.360  1.899  -0.976  0.473
H  3.470  -0.474  2.500  0.532
H  5.039  0.885  3.812  0.544
H  3.409  -2.074  -2.431  0.372
H  3.488  -1.697  -4.857  0.547
H  2.317  2.377  -4.283  0.570
H  2.127  1.989  -1.859  0.627
H  5.058  -1.713  -0.368  0.627
H  5.756  -4.010  0.199  0.555
H  1.783  -4.914  1.503  0.566
H  1.057  -2.626  0.897  0.519
N  -0.338  -3.210  -3.070  0.101
C  -1.488  -2.527  -3.373  -1.487
C  -1.556  -1.512  -2.469  -0.267
N  -0.458  -1.566  -1.627  1.023
C  0.249  -2.605  -2.020  -1.249
H  0.026  -4.014  -3.556  0.246
H  -2.123  -2.798  -4.199  0.486
H  -2.282  -0.720  -2.415  0.540
H  1.173  -2.946  -1.583  0.373
C  -1.460  1.996  4.230  -1.057
Ge  -0.463  0.324  4.405  0.632
C  0.781  0.399  5.902  -1.246
C  -1.726  -1.170  4.679  -1.169
C  0.608  -0.030  2.804  -0.849
H  -2.139  2.117  5.076  0.448
H  -2.038  2.060  3.307  0.092
H  -0.775  2.846  4.247  0.362
H  0.259  0.636  6.830  0.416
H  1.534  1.172  5.740  0.366
H  1.293  -0.554  6.039  0.395
H  -2.021  -1.196  5.729  0.516
H  -1.248  -2.128  4.460  0.370
H  -2.651  -1.086  4.098  0.155
H  0.967  -1.052  2.673  0.589
H  1.395  0.697  2.630  0.063
C  -0.629  3.725  -2.862  -0.574
S  -1.647  2.302  -2.475  0.181
O  -0.650  1.301  -1.887  -0.633
C  -1.972  1.693  -4.108  0.725
C  -0.942  1.106  -4.835  -0.054
C  -1.204  0.648  -6.114  -0.501
C  -2.484  0.779  -6.649  -0.732
C  -3.505  1.356  -5.909  -0.650
C  -3.254  1.815  -4.622  -0.776
H  0.225  3.384  -3.448  0.018
H  -0.310  4.172  -1.921  0.203
H  -1.222  4.437  -3.437  0.517
H  0.041  0.996  -4.394  -0.029
H  -0.412  0.198  -6.698  0.525
H  -2.681  0.430  -7.654  0.460
H  -4.495  1.454  -6.334  0.456
H  -4.044  2.274  -4.037  0.484